Entry 1:
This record from the OMol25 dataset describes a cluster of 14 separate species, C67H168N14O26 in total in a non-equilibrium geometry. The level of theory is the ωB97M-V functional and the def2-TZVPD basis.

Cartesian coordinates (Å):
C: 7.215 -2.218 -3.494
O: 6.295 -2.404 -2.415
C: 6.807 -2.864 -1.185
C: 5.706 -3.440 -0.309
N: 4.710 -4.373 -1.103
H: 3.879 -4.544 -0.555
H: 4.454 -3.814 -1.905
C: 5.352 -5.717 -1.520
C: 5.444 -6.685 -0.293
O: 4.093 -6.792 0.150
C: 3.871 -7.906 0.998
H: 8.105 -1.634 -3.262
H: 6.668 -1.743 -4.309
H: 7.411 -3.198 -3.930
H: 7.457 -2.207 -0.607
H: 7.446 -3.743 -1.278
H: 5.055 -2.657 0.081
H: 6.237 -3.897 0.526
H: 6.313 -5.495 -1.984
H: 4.514 -5.955 -2.174
H: 6.139 -6.250 0.425
H: 5.796 -7.638 -0.689
H: 2.915 -7.913 1.521
H: 4.681 -8.108 1.699
H: 3.814 -8.819 0.406
C: -1.396 6.569 -0.172
O: -2.081 7.658 0.502
C: -2.249 8.792 -0.313
C: -3.241 9.815 0.299
N: -3.507 9.786 1.760
H: -4.134 10.526 2.042
H: -4.053 8.940 1.835
C: -2.328 9.865 2.796
C: -1.405 11.036 2.662
O: -0.724 11.084 1.366
C: 0.430 10.242 1.105
H: -0.321 6.714 -0.276
H: -1.732 6.344 -1.184
H: -1.512 5.704 0.481
H: -2.553 8.682 -1.354
H: -1.272 9.275 -0.314
H: -4.197 9.620 -0.186
H: -3.023 10.846 0.022
H: -1.706 8.969 2.814
H: -2.849 9.817 3.752
H: -0.758 10.954 3.536
H: -2.069 11.900 2.670
H: 0.678 10.333 0.047
H: 0.164 9.238 1.437
H: 1.223 10.631 1.743
C: 2.055 -1.365 3.870
O: 0.974 -2.063 4.592
C: -0.325 -1.615 4.285
C: -1.488 -2.453 4.762
N: -1.090 -3.944 4.502
H: -0.593 -4.107 3.637
H: -0.442 -4.260 5.209
C: -2.343 -4.896 4.579
C: -1.819 -6.360 4.742
O: -0.636 -6.567 3.928
C: -0.939 -6.815 2.628
H: 2.386 -1.894 2.977
H: 2.891 -1.427 4.567
H: 1.841 -0.330 3.605
H: -0.405 -1.626 3.198
H: -0.360 -0.578 4.618
H: -2.393 -2.192 4.213
H: -1.632 -2.214 5.815
H: -2.791 -4.837 3.587
H: -3.048 -4.605 5.357
H: -2.634 -7.043 4.504
H: -1.548 -6.588 5.773
H: -1.293 -6.038 1.950
H: -1.692 -7.597 2.530
H: -0.055 -7.289 2.203
C: -8.787 -1.277 1.753
C: -7.796 -1.660 2.860
N: -7.196 -3.108 2.756
C: -6.257 -3.206 3.975
C: -8.347 -4.140 2.794
C: -8.173 -5.452 3.672
C: -6.437 -3.429 1.443
C: -5.076 -2.755 1.288
O: -5.188 -1.265 1.187
C: -3.978 -0.533 1.327
H: -9.397 -0.389 1.921
H: -9.480 -2.073 1.481
H: -8.285 -1.093 0.803
H: -8.204 -1.544 3.864
H: -6.884 -1.063 2.849
H: -5.719 -4.144 3.836
H: -6.935 -3.092 4.820
H: -5.537 -2.389 4.010
H: -8.509 -4.547 1.796
H: -9.245 -3.615 3.118
H: -9.059 -6.086 3.681
H: -8.010 -5.247 4.730
H: -7.401 -6.141 3.331
H: -7.086 -3.165 0.608
H: -6.296 -4.509 1.406
H: -4.672 -3.104 0.338
H: -4.374 -3.061 2.064
H: -4.032 0.556 1.334
H: -3.281 -0.796 0.531
H: -3.436 -0.862 2.214
C: -0.402 0.280 -0.726
C: 0.950 0.560 -1.404
N: 2.220 0.596 -0.512
C: 2.372 -0.823 0.047
C: 3.484 0.778 -1.341
C: 4.896 0.740 -0.668
C: 2.068 1.496 0.771
C: 1.984 2.987 0.382
O: 3.226 3.602 0.220
C: 3.150 4.940 -0.313
H: -0.620 1.090 -0.030
H: -0.554 -0.706 -0.288
H: -1.184 0.473 -1.461
H: 1.038 1.511 -1.928
H: 1.111 -0.093 -2.262
H: 2.375 -1.518 -0.792
H: 1.450 -0.981 0.606
H: 3.295 -0.872 0.625
H: 3.165 1.677 -1.868
H: 3.477 0.038 -2.141
H: 5.634 1.277 -1.264
H: 5.269 -0.275 -0.538
H: 4.870 1.291 0.272
H: 2.796 1.229 1.536
H: 1.231 1.084 1.335
H: 1.443 3.567 1.130
H: 1.353 3.155 -0.491
H: 3.269 4.914 -1.397
H: 4.096 5.323 0.071
H: 2.328 5.570 0.025
C: 1.539 -1.015 -7.616
C: 1.908 0.465 -7.894
N: 2.641 1.201 -6.726
C: 2.831 2.662 -7.047
C: 1.803 1.052 -5.392
C: 0.324 1.597 -5.520
C: 3.998 0.531 -6.611
C: 4.833 0.902 -5.320
O: 4.926 2.320 -5.314
C: 5.269 2.900 -4.093
H: 0.808 -1.140 -6.818
H: 2.344 -1.701 -7.351
H: 0.969 -1.444 -8.440
H: 1.033 1.061 -8.153
H: 2.667 0.570 -8.670
H: 3.698 3.002 -7.614
H: 2.868 3.184 -6.090
H: 1.964 3.044 -7.586
H: 2.257 1.564 -4.543
H: 1.964 0.042 -5.013
H: 0.273 2.685 -5.557
H: -0.169 1.384 -4.571
H: -0.309 1.229 -6.327
H: 4.538 0.859 -7.500
H: 3.946 -0.553 -6.708
H: 5.830 0.461 -5.316
H: 4.383 0.506 -4.409
H: 6.241 2.614 -3.691
H: 4.508 2.871 -3.313
H: 5.423 3.953 -4.331
C: 2.014 2.613 6.697
C: 2.895 2.795 5.452
N: 3.100 4.249 4.919
C: 4.193 4.157 3.841
C: 1.778 4.764 4.266
C: 1.852 6.116 3.536
C: 3.449 5.226 6.078
C: 4.757 4.885 6.772
O: 5.808 5.434 5.996
C: 7.108 5.055 6.475
H: 2.446 3.116 7.561
H: 1.757 1.565 6.854
H: 1.059 3.101 6.502
H: 2.475 2.286 4.585
H: 3.874 2.374 5.682
H: 3.796 3.872 2.866
H: 4.993 3.514 4.208
H: 4.517 5.192 3.736
H: 1.023 4.788 5.052
H: 1.453 3.998 3.562
H: 2.618 6.059 2.762
H: 2.212 6.897 4.207
H: 0.879 6.403 3.137
H: 2.584 5.203 6.741
H: 3.663 6.231 5.715
H: 4.834 3.814 6.957
H: 4.765 5.420 7.722
H: 7.858 5.525 5.839
H: 7.409 4.010 6.394
H: 7.198 5.453 7.486
C: -9.024 0.943 -3.566
C: -7.562 1.403 -3.921
N: -6.581 1.719 -2.766
C: -7.228 2.828 -1.865
C: -6.370 0.487 -1.866
C: -5.793 -0.762 -2.586
C: -5.317 2.388 -3.416
C: -4.012 2.332 -2.589
O: -4.233 2.845 -1.358
C: -3.143 3.374 -0.685
H: -8.904 -0.059 -3.155
H: -9.688 0.805 -4.419
H: -9.522 1.638 -2.890
H: -7.524 2.282 -4.565
H: -6.940 0.686 -4.457
H: -8.005 2.320 -1.294
H: -7.592 3.691 -2.423
H: -6.547 3.218 -1.108
H: -7.302 0.147 -1.414
H: -5.688 0.813 -1.081
H: -6.436 -1.128 -3.387
H: -5.632 -1.607 -1.916
H: -4.866 -0.573 -3.127
H: -5.648 3.412 -3.592
H: -5.198 1.944 -4.404
H: -3.288 2.893 -3.181
H: -3.510 1.373 -2.460
H: -2.591 4.113 -1.266
H: -2.517 2.546 -0.352
H: -3.566 3.872 0.188
C: -0.751 -2.873 -2.043
C: -1.815 -3.966 -1.658
C: -1.163 -5.247 -1.328
C: -1.000 -6.262 -2.535
N: 0.132 -7.282 -2.268
C: 1.587 -6.663 -2.292
C: 2.462 -7.610 -3.138
C: 1.574 -8.860 -3.457
C: 0.179 -8.267 -3.452
C: -0.066 -8.117 -0.993
H: -1.273 -1.929 -2.202
H: -0.313 -3.139 -3.006
H: -0.008 -2.741 -1.257
H: -2.542 -3.987 -2.469
H: -2.275 -3.581 -0.748
H: -1.733 -5.690 -0.510
H: -0.195 -4.973 -0.910
H: -0.653 -5.799 -3.459
H: -1.911 -6.785 -2.825
H: 1.918 -6.613 -1.255
H: 1.540 -5.641 -2.669
H: 3.334 -7.906 -2.556
H: 2.729 -7.147 -4.088
H: 1.581 -9.649 -2.705
H: 1.803 -9.291 -4.431
H: -0.586 -9.043 -3.445
H: 0.051 -7.713 -4.382
H: 0.840 -8.661 -0.726
H: -0.899 -8.752 -1.297
H: -0.394 -7.496 -0.159
N: 5.072 0.205 3.373
O: 4.935 0.194 4.588
O: 5.185 1.258 2.774
O: 5.104 -0.901 2.733
N: 0.385 4.178 -2.892
O: 1.471 3.935 -3.392
O: -0.528 3.339 -2.976
O: 0.244 5.200 -2.259
N: 3.582 -2.773 -4.158
O: 4.188 -2.205 -5.066
O: 2.847 -2.077 -3.458
O: 3.779 -3.936 -3.876
N: 1.677 -4.445 1.273
O: 1.723 -5.661 1.280
O: 0.750 -3.938 1.932
O: 2.464 -3.708 0.709
N: -0.886 1.968 2.918
O: -0.709 2.018 4.122
O: -1.094 0.862 2.410
O: -0.889 2.962 2.208

Output
LUMO level = -0.252 hartree
HOMO level = -12.8 eV
Multiplicity = 1
Kohn-Sham gap = 5.97 eV
Charge = +4
Energy = -146238.627 eV

Results of the Mulliken charge analysis, in e, for atoms 1 through 99: -0.6522, 0.1073, -1.2160, 0.2741, 1.6077, -0.3517, -0.3868, -0.4183, -0.8829, 0.2683, -1.0031, 0.3715, -0.1141, 0.3242, 0.5615, 0.6215, -0.6135, 0.4934, 0.6131, -0.0064, 0.4585, 0.5258, 0.0279, 0.3703, 0.3857, -0.8784, -0.4158, 0.0479, -1.0440, -0.1310, 0.3943, 0.4000, -0.5210, -0.4877, -0.3268, -0.5330, 0.4355, 0.4724, 0.1774, 0.4606, 0.0122, 0.5332, 0.3394, 0.1292, 0.5400, 0.3826, 0.3229, 0.2313, 0.1576, 0.3315, 0.1169, -0.5678, 0.0582, -0.3710, 0.4358, 0.0537, 0.4443, -0.0400, -0.8675, -0.3835, -0.5066, -0.1685, 0.3690, -0.0262, 0.0162, 0.4797, -0.2229, 0.4105, -0.0400, 0.5417, 0.4314, 0.4143, 0.1735, 0.5186, -0.0265, -0.9553, -0.3580, 0.3354, -1.4968, -0.3932, -1.4067, -1.2939, 0.4354, 0.1296, -0.9962, 0.4790, 0.3319, 0.0794, 0.4818, 0.3721, 0.6144, 0.5164, 0.4455, 0.3803, 0.4794, 0.4296, 0.3558, 0.3470, 0.4343

Entry 2:
This record from the OMol25 dataset describes a structure of composition C25H31B3BrCl57I2O3. The level of theory is the ωB97M-V functional and the def2-TZVPD basis.

Cartesian coordinates (Å):
C: -5.896 -4.699 0.928
C: -5.289 -5.356 2.168
C: -5.129 -4.487 3.453
I: -5.463 -2.380 3.239
B: -3.678 -4.627 4.026
O: -3.446 -5.363 5.193
B: -2.524 -4.779 6.034
Br: -2.766 -4.911 7.935
O: -1.474 -4.046 5.543
B: -1.562 -3.545 4.236
C: -0.598 -2.419 3.751
C: -1.365 -1.073 3.762
C: -1.397 -0.463 5.164
I: -2.713 1.216 5.206
O: -2.578 -4.029 3.428
H: -6.192 -5.477 0.215
H: -5.167 -4.060 0.423
H: -6.791 -4.120 1.164
H: -5.878 -6.234 2.453
H: -4.297 -5.732 1.884
H: -5.846 -4.809 4.210
H: -0.242 -2.622 2.738
H: 0.282 -2.362 4.405
H: -0.927 -0.341 3.072
H: -2.403 -1.224 3.440
H: -1.789 -1.157 5.911
H: -0.417 -0.116 5.492
C: 2.021 -0.262 1.235
Cl: 3.440 0.439 0.460
Cl: 0.747 0.941 1.439
Cl: 1.456 -1.674 0.329
H: 2.312 -0.600 2.221
C: -0.422 1.610 -2.933
Cl: 0.569 0.525 -1.956
Cl: 0.176 3.264 -2.843
Cl: -0.491 1.058 -4.608
H: -1.425 1.594 -2.526
C: 3.672 1.346 -5.843
Cl: 3.269 1.248 -4.132
Cl: 2.259 0.978 -6.838
Cl: 4.333 2.929 -6.251
H: 4.432 0.605 -6.053
C: -9.741 -3.151 0.573
Cl: -9.625 -4.814 -0.008
Cl: -9.435 -3.036 2.304
Cl: -8.639 -2.099 -0.317
H: -10.751 -2.811 0.386
C: 7.510 1.945 -2.866
Cl: 7.810 0.254 -3.275
Cl: 7.224 2.895 -4.322
Cl: 6.173 2.100 -1.726
H: 8.395 2.326 -2.375
C: -6.563 3.020 5.836
Cl: -6.713 1.420 5.117
Cl: -5.058 3.802 5.346
Cl: -7.974 4.009 5.430
H: -6.539 2.904 6.912
C: -0.770 -0.712 -9.609
Cl: 0.731 -1.183 -10.404
Cl: -0.470 0.533 -8.397
Cl: -1.967 -0.173 -10.785
H: -1.167 -1.581 -9.102
C: 10.746 4.491 -1.587
Cl: 10.891 2.847 -2.210
Cl: 12.048 5.502 -2.203
Cl: 9.171 5.183 -1.964
H: 10.837 4.450 -0.508
C: 15.291 4.544 0.667
Cl: 15.642 6.133 -0.023
Cl: 13.550 4.279 0.739
Cl: 16.088 3.271 -0.248
H: 15.677 4.530 1.678
C: -3.154 5.470 -4.663
Cl: -1.613 6.284 -4.402
Cl: -3.103 3.806 -4.082
Cl: -4.474 6.360 -3.908
H: -3.337 5.439 -5.729
C: -12.772 -7.158 -1.580
Cl: -11.096 -7.328 -2.130
Cl: -12.836 -6.303 -0.044
Cl: -13.751 -6.356 -2.805
H: -13.169 -8.152 -1.430
C: -11.388 -6.799 -5.931
Cl: -9.953 -6.998 -6.937
Cl: -12.204 -5.278 -6.293
Cl: -12.485 -8.166 -6.126
H: -11.073 -6.770 -4.897
C: -11.558 -7.980 3.859
Cl: -12.595 -7.246 5.083
Cl: -10.974 -6.767 2.720
Cl: -10.235 -8.869 4.605
H: -12.156 -8.689 3.302
C: 9.189 8.047 1.494
Cl: 10.361 7.580 0.262
Cl: 8.224 9.419 0.955
Cl: 8.162 6.679 1.925
H: 9.734 8.348 2.379
C: 17.002 9.427 -1.069
Cl: 18.135 8.884 -2.305
Cl: 17.854 10.054 0.340
Cl: 15.879 10.621 -1.716
H: 16.426 8.569 -0.750
C: 13.895 0.218 -2.563
Cl: 13.660 0.244 -0.815
Cl: 12.414 -0.269 -3.391
Cl: 14.471 1.779 -3.145
H: 14.653 -0.521 -2.786
C: 7.261 5.933 -6.936
Cl: 7.941 7.478 -7.442
Cl: 5.530 5.862 -7.270
Cl: 8.102 4.585 -7.699
H: 7.396 5.843 -5.865
C: -5.162 8.120 5.224
Cl: -3.921 7.453 4.161
Cl: -5.825 9.612 4.557
Cl: -6.429 6.933 5.520
H: -4.695 8.358 6.170
C: -7.887 -10.742 7.677
Cl: -6.404 -9.836 7.392
Cl: -9.252 -9.653 7.914
Cl: -8.207 -11.864 6.352
H: -7.758 -11.322 8.581

Output
LUMO level = 0.007 hartree
HOMO level = -9.2 eV
Multiplicity = 1
Energy relative to the best compared isomer or geometry (same formula, charge and spin) = 2.8 kcal/mol
Kohn-Sham gap = 9.39 eV
Charge = 0
Energy = -834629.380 eV

Results of the Mulliken charge analysis, in e, for atoms 1 through 99: -1.1820, -0.1410, -0.2927, 0.0370, 0.1885, -0.2679, 0.6017, -0.2862, -0.3426, 0.1679, -0.3555, 0.1508, -0.8294, 0.0495, -0.3129, 0.4206, 0.3155, 0.0608, 0.3573, 0.1948, 0.3843, 0.1022, 0.2656, -0.0349, 0.1112, 0.2951, 0.4150, -0.1648, -0.0400, -0.1118, -0.1381, 0.4077, -0.2607, -0.0256, -0.0876, -0.0113, 0.3826, -0.1565, -0.0296, -0.0555, -0.0447, 0.2971, -0.1320, -0.0634, -0.0829, -0.1077, 0.3709, 0.5388, -0.1523, 0.0185, -0.0674, -0.3260, 0.0105, -0.0622, -0.1211, -0.1456, 0.2993, 0.0415, -0.1207, -0.0877, -0.1260, 0.2869, -0.0010, -0.0817, -0.0992, -0.0926, 0.2706, -0.0780, -0.1369, -0.0634, -0.0921, 0.3304, 0.0417, -0.1143, -0.0891, -0.1252, 0.2880, 0.0310, -0.1368, -0.0844, -0.1128, 0.3049, 0.4220, -0.1339, -0.1184, -0.1130, -0.0601, -0.0457, -0.1358, -0.0169, -0.0781, 0.2895, 0.0064, -0.0615, -0.1208, -0.1184, 0.3019, 0.6828, -0.1155

Entry 3:
This record from the OMol25 dataset describes a cluster of 2 separate species, C5H16NO in total in a non-equilibrium geometry. The level of theory is the ωB97M-V functional and the def2-TZVPD basis.

Cartesian coordinates (Å):
C: -0.632 0.845 -0.310
C: -0.686 -0.668 -0.277
C: 0.714 -1.329 -0.278
C: 0.605 -2.379 -1.409
C: 1.065 -1.877 1.187
N: 0.144 1.520 0.864
H: -0.214 1.210 -1.319
H: -1.610 1.216 -0.254
H: -1.513 -0.866 0.477
H: -1.118 -0.836 -1.236
H: 1.431 -0.447 -0.652
H: 0.131 -1.725 -2.088
H: 1.507 -2.917 -1.844
H: -0.171 -3.093 -1.124
H: 1.239 -1.117 2.047
H: 1.841 -2.637 1.221
H: 0.208 -2.553 1.438
H: 1.150 1.209 0.717
H: -0.047 1.118 1.846
H: -0.110 2.558 0.768
H: -2.005 3.996 -0.161
H: -0.856 4.821 0.402
O: -1.073 3.954 -0.014

Output
LUMO level = -0.118 hartree
HOMO level = -15.0 eV
Multiplicity = 1
Energy relative to the best compared isomer or geometry (same formula, charge and spin) = 43.1 kcal/mol
Kohn-Sham gap = 11.78 eV
Charge = +1
Energy = -8974.645 eV

Charge distribution, Mulliken scheme, values in e: -0.9714, -0.5855, 0.6224, -1.3461, -1.2424, -0.2848, 0.3359, 0.4861, 0.4382, 0.2532, 0.1554, 0.4063, 0.3080, 0.3433, 0.2192, 0.3980, 0.3274, 0.4054, 0.3792, 0.3732, 0.3262, 0.3241, -0.6713

Entry 4:
This record from the OMol25 dataset describes a structure of composition C4H14N2OS in a non-equilibrium geometry. The level of theory is the ωB97M-V functional and the def2-TZVPD basis.

Cartesian coordinates (Å):
C: -1.887 0.781 -0.587
N: -0.006 0.497 1.118
C: 1.108 -0.289 0.853
C: 0.706 -1.403 -0.220
S: 2.197 -2.236 -0.732
C: -1.154 1.716 -1.558
N: -0.430 2.796 -0.842
H: -2.503 1.430 0.019
H: -2.279 -0.131 -1.027
H: -0.909 0.412 0.148
H: 1.935 0.340 0.535
H: 1.465 -0.933 1.673
H: 0.198 -0.903 -1.043
H: 0.036 -2.176 0.159
H: 2.031 -2.975 0.559
H: -1.846 2.138 -2.286
H: -0.325 1.124 -1.982
H: -0.856 3.679 -1.084
H: -0.344 2.617 0.145
H: 1.843 -3.752 2.313
H: -0.468 0.268 1.997
O: 1.486 -3.001 1.841

Output
LUMO level = -0.128 hartree
HOMO level = -8.0 eV
Multiplicity = 1
Energy relative to the best compared isomer or geometry (same formula, charge and spin) = 164.9 kcal/mol
Kohn-Sham gap = 4.50 eV
Charge = 0
Energy = -20230.877 eV

Charge distribution, Mulliken scheme, values in e: -0.6590, -0.3670, -0.3216, -0.7058, -0.3218, -0.2962, -0.5413, 0.4160, 0.2914, -0.0399, 0.2545, 0.4593, 0.3241, 0.3842, 0.3532, 0.4127, 0.2318, 0.2297, 0.2330, 0.2093, 0.2975, -0.8439

Entry 5:
This record from the OMol25 dataset describes the molecule C6H10N2 in a non-equilibrium geometry. The level of theory is the ωB97M-V functional and the def2-TZVPD basis.

Cartesian coordinates (Å):
C: 0.353 1.627 0.127
C: -0.947 0.061 0.510
C: -1.925 -0.914 0.252
C: -0.575 -0.874 -0.458
C: 1.804 -0.699 0.538
C: 1.319 0.390 -0.365
H: 0.750 2.736 -0.355
H: 0.749 1.855 1.212
H: -1.088 1.046 -1.210
H: -0.244 0.001 1.388
H: -2.508 -1.170 -0.663
H: -2.435 -1.926 0.881
H: -0.825 -0.389 -1.543
H: 2.763 -1.231 0.521
H: 1.635 -0.911 1.655
H: 2.184 0.485 -1.151
N: -1.101 1.434 -0.074
N: 0.935 -1.154 -0.548

Output
LUMO level = 0.039 hartree
HOMO level = -8.7 eV
Multiplicity = 1
SMILES = C1N[C@H]2C[C@@H]2N2C[C@H]12
Energy relative to the best compared isomer or geometry (same formula, charge and spin) = 217.0 kcal/mol
Kohn-Sham gap = 9.81 eV
Charge = 0
Energy = -9355.028 eV

Charge distribution, Mulliken scheme, values in e: -0.5395, -0.1290, -0.6694, -0.0096, -0.4485, 0.0230, 0.2714, 0.2937, 0.3501, 0.3003, 0.2792, 0.2115, 0.2171, 0.2344, 0.1757, 0.3156, -0.4871, -0.3890

Question: HOMO level of number 1 (C67H168N14O26)?
Answer: -12.8 eV

Question: Look up the energy of the fifth one.
Answer: -9355.028 eV

Question: Number 3 is which compound?
Answer: C5H16NO